<a>
This record from the OMol25 dataset describes one molecule with the formula C23H27N3O4S. The level of theory is wB97M-V/def2-TZVPD.

Last column: natural (NBO) charge in e.
Element x y z (Å)
C  -0.838  -2.825  -1.517  -0.255
O  -0.474  -2.154  -0.335  -0.506
C  0.859  -1.993  -0.077  0.237
C  1.888  -2.517  -0.839  -0.280
C  3.206  -2.199  -0.555  -0.175
C  3.523  -1.362  0.499  -0.028
C  4.930  -0.871  0.700  -0.431
C  5.370  0.000  -0.497  -0.214
N  4.338  0.932  -0.888  -0.643
C  4.265  2.186  -0.409  0.681
O  5.135  2.724  0.241  -0.628
C  2.939  2.885  -0.750  -0.506
C  1.787  2.154  -0.059  -0.431
S  0.467  3.237  0.612  0.291
C  -0.796  2.111  0.131  0.320
N  -1.993  2.286  0.460  -0.481
C  -3.046  1.419  0.208  0.127
C  -4.251  1.967  -0.225  -0.235
C  -5.357  1.158  -0.425  0.009
C  -6.653  1.731  -0.913  -0.627
C  -5.254  -0.204  -0.160  -0.238
C  -4.068  -0.762  0.296  0.008
C  -3.988  -2.225  0.617  -0.639
C  -2.959  0.051  0.467  -0.256
N  -0.249  1.123  -0.685  -0.644
C  1.077  1.136  -0.937  0.709
O  1.634  0.426  -1.746  -0.607
C  2.495  -0.897  1.316  -0.324
C  1.173  -1.198  1.044  0.328
O  0.099  -0.737  1.757  -0.519
C  0.330  -0.030  2.951  -0.253
H  -0.385  -2.357  -2.398  0.183
H  -1.923  -2.744  -1.580  0.202
H  -0.557  -3.882  -1.483  0.179
H  1.674  -3.154  -1.682  0.222
H  3.989  -2.596  -1.183  0.204
H  5.625  -1.707  0.793  0.219
H  4.986  -0.274  1.611  0.214
H  6.255  0.579  -0.225  0.233
H  5.600  -0.632  -1.358  0.194
H  3.529  0.544  -1.362  0.434
H  2.790  2.896  -1.831  0.238
H  3.000  3.911  -0.388  0.246
H  2.187  1.606  0.802  0.257
H  -4.301  3.028  -0.413  0.216
H  -6.902  1.323  -1.892  0.219
H  -7.462  1.475  -0.231  0.219
H  -6.594  2.813  -0.993  0.215
H  -6.119  -0.837  -0.302  0.202
H  -4.416  -2.822  -0.187  0.213
H  -2.956  -2.524  0.778  0.223
H  -4.554  -2.438  1.523  0.222
H  -2.037  -0.372  0.839  0.229
H  -0.858  0.420  -1.087  0.441
H  2.747  -0.277  2.164  0.222
H  -0.656  0.158  3.374  0.209
H  0.924  -0.619  3.657  0.181
H  0.825  0.930  2.772  0.174

Output
SMILES	COc1ccc(CCNC(=O)C[C@H]2S/C(=N/c3cc(C)cc(C)c3)NC2=O)cc1OC
HOMO-LUMO gap	8.88	eV
charge	0

---

<b>
This record from the OMol25 dataset describes one molecule with the formula C23H27N3O4S. The level of theory is wB97M-V/def2-TZVPD.

Last column: natural (NBO) charge in e.
Element x y z (Å)
C  2.005  1.053  0.759  -0.645
C  1.751  2.493  1.189  -0.058
O  0.779  3.135  0.385  -0.502
C  -0.497  2.651  0.295  0.235
C  -1.132  2.925  -0.910  -0.238
C  -2.430  2.522  -1.158  -0.240
C  -3.144  1.849  -0.180  -0.022
C  -4.521  1.305  -0.457  -0.431
C  -4.567  -0.221  -0.236  -0.224
N  -3.340  -0.852  -0.667  -0.604
C  -2.427  -1.267  0.242  0.663
O  -2.699  -1.447  1.420  -0.656
C  -1.062  -1.539  -0.228  -0.314
S  -0.093  -2.313  1.003  0.505
C  1.283  -2.247  -0.021  0.054
N  2.490  -2.722  0.357  -0.494
C  3.431  -2.573  -0.509  0.486
N  3.276  -1.994  -1.725  -0.409
C  2.074  -1.478  -2.210  0.666
O  2.030  -0.972  -3.315  -0.620
C  1.003  -1.641  -1.249  -0.261
C  -0.355  -1.229  -1.363  0.056
C  -0.875  -0.529  -2.575  -0.682
C  4.514  -1.948  -2.479  -0.210
C  5.405  -2.968  -1.763  -0.405
C  4.855  -2.994  -0.332  -0.454
C  -2.534  1.611  1.045  -0.313
C  -1.220  1.980  1.303  0.319
O  -0.583  1.716  2.482  -0.529
C  -1.177  0.848  3.434  -0.080
C  -2.109  1.585  4.393  -0.634
H  2.849  0.644  1.309  0.214
H  1.130  0.442  0.964  0.214
H  2.218  1.013  -0.308  0.207
H  2.650  3.099  1.035  0.181
H  1.473  2.529  2.247  0.191
H  -0.564  3.451  -1.661  0.226
H  -2.883  2.733  -2.116  0.210
H  -5.260  1.773  0.196  0.222
H  -4.791  1.534  -1.490  0.205
H  -5.412  -0.654  -0.780  0.202
H  -4.674  -0.459  0.824  0.233
H  -3.034  -0.649  -1.603  0.402
H  -0.049  -0.345  -3.258  0.273
H  -1.320  0.429  -2.303  0.238
H  -1.612  -1.142  -3.095  0.215
H  4.927  -0.935  -2.432  0.204
H  4.316  -2.188  -3.525  0.232
H  5.289  -3.950  -2.222  0.213
H  6.455  -2.690  -1.804  0.224
H  5.360  -2.265  0.306  0.233
H  4.926  -3.967  0.149  0.244
H  -3.102  1.107  1.808  0.228
H  -1.691  0.016  2.941  0.211
H  -0.328  0.442  3.993  0.188
H  -1.565  2.376  4.903  0.211
H  -2.493  0.886  5.130  0.216
H  -2.945  2.034  3.863  0.207

Output
SMILES	CCOc1ccc(CCNC(=O)c2sc3nc4n(c(=O)c3c2C)CCC4)cc1OCC
HOMO-LUMO gap	8.21	eV
charge	0

---

What should be chosen as the most stable of them? Choose <b>.